C3H12N7 | wB97M-V/def2-TZVPD

Orbital gap ... 10.5 eV
Lowest unoccupied orbital energy ... -2.73 eV
HOMO energy ... -13.2 eV
Relative energy (zero: lowest compared OMol25 entry of this formula, charge and spin) ... 51.3 kcal per mole

```
! RIJCOSX wB97M-V def2-TZVPD def2/J DEFGRID3
* xyz 1 1
H -1.8043 -0.5255 -2.3898
N -1.0793 -0.1314 -1.7662
C -0.1950 -1.0167 -1.6367
N 0.8541 -0.7577 -0.7869
C 0.9773 0.5727 -0.1178
N 1.8089 0.4010 0.9895
N 1.3656 1.4393 -1.0782
N -0.4171 0.8344 0.5185
C -1.0495 -0.1921 1.0835
N -2.4210 -0.1045 0.9052
N -0.4231 -1.0849 1.8722
H -0.1041 -2.0680 -2.0843
H 1.6343 -1.3456 -1.0287
H 2.6224 -0.0501 0.9034
H 1.7611 1.1834 1.7150
H 0.9958 1.4063 -1.9962
H 1.5874 2.4498 -0.9283
H -0.8625 1.2097 -0.3322
H -2.9310 -0.9790 0.9291
H -2.8096 0.8046 0.5872
H -0.7152 -2.0231 1.8408
H 0.5708 -1.0007 1.7394
*
```

=====

C18H18CrN5O8 | wB97M-V/def2-TZVPD

Orbital gap (spin up / spin down) ... 7.1 / 7.5 eV
Lowest unoccupied orbital energy (spin up / spin down) ... 2.14 / 2.03 eV
HOMO energy (spin up / spin down) ... -5.0 / -5.4 eV
Relative energy (zero: lowest compared OMol25 entry of this formula, charge and spin) ... 5.5 kcal per mole
Expectation value of S² ... 6.0101

```
! RIJCOSX wB97M-V def2-TZVPD def2/J DEFGRID3
* xyz -1 5
Cr 0.1195 0.3346 -0.0341
C 4.2359 0.4789 1.8161
O 3.4326 1.3462 1.0171
C 3.0759 0.9723 -0.2281
O 2.2539 1.6323 -0.8306
N 3.7002 -0.1465 -0.7174
N 3.3659 -0.5175 -2.0407
H 4.3765 0.9962 2.7599
H 5.2021 0.2969 1.3419
H 3.7053 -0.4530 2.0187
H 3.7868 -0.8988 -0.0458
H 2.4506 -0.9735 -2.0421
H 4.0832 -1.1532 -2.3602
O -5.8378 -0.4611 -2.8816
C -5.1201 -1.4894 -2.9171
O -5.1607 -2.4770 -3.6618
C -3.9551 -1.4447 -1.9117
C -4.1217 -0.8470 -0.6655
C -3.0286 -0.6999 0.1652
N -1.7910 -1.0449 -0.1959
C -1.6318 -1.6503 -1.3784
C -2.6876 -1.9123 -2.2371
C -0.1940 -1.9243 -1.7972
O 0.0431 -2.7564 -2.6547
O 0.6871 -1.1756 -1.2148
H -5.0949 -0.4690 -0.3817
H -3.1272 -0.2389 1.1440
H -2.5092 -2.4242 -3.1726
O 1.8650 0.1939 3.6259
C 1.1900 0.3680 2.6203
O 1.1582 -0.3480 1.5644
C 0.2634 1.5812 2.5785
C 0.0966 2.4068 3.6772
C -0.7658 3.4832 3.5759
C -1.4284 3.7060 2.3765
C -1.2008 2.8413 1.3229
N -0.3756 1.7979 1.4228
H 0.6505 2.1735 4.5750
H -0.9224 4.1446 4.4186
H -2.1098 4.5359 2.2536
H -1.6856 2.9747 0.3645
C -4.0815 2.3411 -2.7731
C -2.6721 2.2118 -3.3554
C -1.7079 1.6933 -2.3891
N -0.9433 1.2930 -1.6369
H -4.7234 2.8157 -3.5140
H -4.0745 2.9598 -1.8745
H -4.5182 1.3660 -2.5516
H -2.2883 3.1740 -3.7005
H -2.6692 1.5313 -4.2089
*
```

=====

C5H6O | wB97M-V/def2-TZVPD

Orbital gap (spin up / spin down) ... 7.8 / 6.5 eV
Lowest unoccupied orbital energy (spin up / spin down) ... 0.40 / -0.09 eV
HOMO energy (spin up / spin down) ... -7.4 / -6.6 eV
Relative energy (zero: lowest compared OMol25 entry of this formula, charge and spin) ... 124.5 kcal per mole

```
! RIJCOSX wB97M-V def2-TZVPD def2/J DEFGRID3
* xyz 0 1
O -1.2142 2.1991 0.4242
C -0.8374 1.1759 -0.0010
C -1.0705 -0.0885 -0.6403
C -0.0097 -0.8578 0.2670
C 1.3517 -1.0525 -0.1476
C 1.1157 0.1285 0.6460
H -2.1017 -0.4203 -0.5026
H -0.8079 -0.1096 -1.7019
H -0.4912 -1.3915 1.0855
H 1.6683 -1.0203 -1.1865
H 0.9994 1.1012 0.0800
H 1.3975 0.3358 1.6773
*
```

=====

C9H17N4O | wB97M-V/def2-TZVPD

Orbital gap (spin up / spin down) ... 8.1 / 8.1 eV
Lowest unoccupied orbital energy (spin up / spin down) ... -4.78 / -4.78 eV
HOMO energy (spin up / spin down) ... -12.9 / -12.9 eV
Relative energy (zero: lowest compared OMol25 entry of this formula, charge and spin) ... 112.4 kcal per mole

```
! RIJCOSX wB97M-V def2-TZVPD def2/J DEFGRID3
* xyz 1 1
C -2.7120 -0.3268 -0.7901
C -1.3463 -0.6123 -0.7419
C -3.7505 -1.3665 -0.6391
C -0.7418 -1.9599 -0.8692
C -3.1558 -2.7344 -1.0122
C -1.7869 -3.0132 -0.3249
C 2.9539 1.7070 1.6866
C 3.3730 2.6653 -0.6402
C 2.0774 0.5998 -0.4275
N -2.8893 0.9705 -0.8905
N -1.6752 1.4900 -0.8562
N -0.7388 0.5609 -0.8526
N 2.6896 1.6828 0.1554
O 0.9516 1.4447 -0.2707
H -4.0227 -1.4501 0.4648
H -4.6409 -1.1886 -1.1479
H -0.4967 -2.2200 -1.8890
H 0.2031 -1.9502 -0.3225
H -3.7512 -3.4944 -0.7257
H -3.0585 -2.8670 -2.0295
H -1.6225 -4.0110 -0.7163
H -1.9266 -3.0795 0.6620
H 2.1778 2.2972 1.9478
H 2.7982 0.7218 2.0562
H 3.9267 2.1976 1.8155
H 2.9378 3.5607 -0.5218
H 4.4572 2.6425 -0.3868
H 3.1782 2.4787 -1.6705
H 2.2284 0.3119 -1.4870
H 1.9124 -0.2521 0.3115
H -1.5461 2.4368 -1.2339
*
```

=====

H10O5 | wB97M-V/def2-TZVPD

Orbital gap ... 11.1 eV
Lowest unoccupied orbital energy ... 0.26 eV
HOMO energy ... -10.8 eV
Relative energy (zero: lowest compared OMol25 entry of this formula, charge and spin) ... 30.6 kcal per mole

```
! RIJCOSX wB97M-V def2-TZVPD def2/J DEFGRID3
* xyz 0 1
O -2.4421 -1.4994 -1.3545
H -3.1071 -1.9874 -0.9685
H -2.1821 -0.9144 -0.6395
O 0.1069 1.4146 3.0345
H 0.9869 1.1046 3.3695
H -0.0471 1.0476 2.1195
O 0.2129 -0.2814 0.8365
H -0.0151 -0.5134 -0.0315
H -0.2481 -0.9114 1.4055
O -0.0491 0.2286 -2.0355
H -0.3421 -0.2744 -2.8045
H 0.5509 0.9036 -2.3485
O 2.3619 0.8676 -0.0545
H 1.5279 0.5486 0.1845
H 2.6849 0.2666 -0.7135
*
```

=====

C34H29BInN7O16 | wB97M-V/def2-TZVPD

Orbital gap (spin up / spin down) ... 3.6 / 2.8 eV
Lowest unoccupied orbital energy (spin up / spin down) ... -12.01 / -12.84 eV
HOMO energy (spin up / spin down) ... -15.6 / -15.6 eV
Expectation value of S² ... 1.8181

```
! RIJCOSX wB97M-V def2-TZVPD def2/J DEFGRID3
* xyz 3 2
In -3.8280 5.9098 -7.1255
O 1.9085 0.2714 -8.6223
C 0.8572 0.6406 -9.1280
O -0.2665 0.8328 -8.5760
B -1.2694 1.3211 -9.5105
O -0.6227 1.3428 -10.8575
C 0.6750 1.0062 -10.6031
O 1.5169 0.8750 -11.4442
O -1.7756 2.6505 -9.2074
C -3.1736 2.6895 -9.2624
O -3.8640 3.6212 -8.9038
C -3.5826 1.1928 -9.5505
O -2.4814 0.4428 -9.5546
O -4.7401 0.8115 -9.6871
C 4.5045 0.8825 -11.2414
C 4.5593 2.0898 -10.3445
N 4.5680 3.0986 -9.6953
H 5.5114 0.5938 -11.5431
H 3.8716 1.2543 -12.0472
H 4.0221 0.1047 -10.6495
C -7.8689 2.4629 -8.6065
C -6.9816 3.1345 -7.6379
N -6.1783 3.6734 -6.9941
H -7.3392 1.6806 -9.1502
H -8.5233 2.9458 -9.3322
H -8.6278 1.8482 -8.1224
C -6.2262 4.2099 -11.7886
C -5.9982 5.0025 -10.5443
N -5.7776 5.5663 -9.5480
H -5.5575 4.6397 -12.5344
H -7.2147 4.3093 -12.2370
H -5.8824 3.1782 -11.7145
C 3.6710 -1.6760 -13.5188
C 4.7104 -2.5176 -13.0765
C 4.5401 -3.4796 -12.1064
C 3.3422 -3.4843 -11.3721
C 2.2645 -2.7436 -11.8258
C 2.4975 -1.8421 -12.8212
N 3.2391 -4.4120 -10.2096
O 4.2077 -5.1036 -9.9223
O 2.1677 -4.4055 -9.5640
H 3.9288 -0.8902 -14.2133
H 5.6267 -2.4313 -13.6416
H 5.3488 -4.1491 -11.8534
H 1.2548 -2.8568 -11.4597
H 1.6266 -1.3427 -13.2194
C 1.9605 4.5801 -12.5179
C 2.7786 3.6156 -13.0965
C 4.1090 3.8730 -13.4631
C 4.6924 5.1385 -13.3416
C 3.9341 6.0604 -12.6726
C 2.5692 5.8059 -12.2786
N 5.9819 5.5030 -13.9324
O 6.1898 6.6901 -14.1418
O 6.8600 4.6786 -14.0116
H 0.9700 4.3056 -12.1862
H 2.3736 2.6158 -13.1495
H 4.6260 3.0173 -13.8717
H 4.2994 7.0749 -12.6114
H 2.0242 6.6516 -11.8859
C -3.9545 -2.8093 -10.5752
C -3.6587 -3.9001 -11.4045
C -4.5258 -4.9887 -11.5165
C -5.7615 -4.8440 -10.9366
C -6.0288 -3.7614 -10.1330
C -5.1517 -2.7349 -9.9337
N -6.7765 -5.8863 -11.0511
O -7.8798 -5.6512 -10.6736
O -6.5236 -6.7938 -11.7921
H -3.2801 -1.9719 -10.6771
H -2.8655 -3.8901 -12.1374
H -4.2187 -5.8152 -12.1402
H -7.0044 -3.6566 -9.6818
H -5.3964 -1.9234 -9.2643
C -5.7107 -0.5911 -14.7043
C -5.3678 -0.2524 -13.4120
C -6.3980 -0.3808 -12.4534
C -7.6606 -0.9092 -12.7194
C -7.9377 -1.1824 -14.0792
C -6.9731 -1.2190 -15.0356
N -8.6708 -1.1312 -11.6512
O -9.4970 -1.9664 -11.9458
O -8.4156 -0.7328 -10.5176
H -4.8650 -0.5717 -15.3757
H -4.4624 0.2471 -13.1005
H -6.1874 0.0386 -11.4807
H -8.8488 -1.6131 -14.4675
H -7.2361 -1.4945 -16.0462
*
```